1.
{
  "formula": "C54H101N5O25S7",
  "method": "ωB97M-V/def2-TZVPD",
  "homo_ev": -9.209,
  "de_lowest_kj_mol": 0.0,
  "spin_multiplicity": 1,
  "species": ["C", "O", "C", "C", "O", "C", "H", "H", "H", "H", "H", "H", "H", "H", "H", "H", "C", "O", "C", "C", "O", "C", "H", "H", "H", "H", "H", "H", "H", "H", "H", "H", "O", "S", "O", "O", "C", "C", "C", "H", "H", "H", "H", "H", "H", "H", "H", "O", "S", "O", "O", "C", "C", "C", "H", "H", "H", "H", "H", "H", "H", "H", "O", "S", "O", "O", "C", "C", "C", "H", "H", "H", "H", "H", "H", "H", "H", "O", "S", "O", "O", "C", "C", "C", "H", "H", "H", "H", "H", "H", "H", "H", "O", "S", "O", "O", "C", "C", "C", "H", "H", "H", "H", "H", "H", "H", "H", "O", "S", "O", "O", "C", "C", "C", "H", "H", "H", "H", "H", "H", "H", "H", "O", "S", "O", "O", "C", "C", "C", "H", "H", "H", "H", "H", "H", "H", "H", "N", "C", "C", "C", "C", "C", "H", "H", "H", "H", "H", "N", "C", "C", "C", "C", "C", "H", "H", "H", "H", "H", "N", "C", "C", "C", "C", "C", "H", "H", "H", "H", "H", "N", "C", "C", "C", "C", "C", "H", "H", "H", "H", "H", "N", "C", "C", "C", "C", "C", "H", "H", "H", "H", "H"],
  "xyz": [[-3.21212, 11.62637, 23.17734], [-3.81923, 10.89668, 24.28015], [-5.19287, 10.60245, 23.99636], [-6.11931, 11.77053, 24.05281], [-6.01385, 12.56172, 25.27415], [-7.20894, 13.21858, 25.48810], [-3.54679, 12.67636, 23.25248], [-3.62220, 11.19896, 22.26166], [-2.11219, 11.55079, 23.21527], [-5.46680, 9.87766, 24.78643], [-5.29139, 10.14376, 23.02031], [-7.16166, 11.44456, 23.87125], [-5.98615, 12.49756, 23.24496], [-7.99210, 12.47383, 25.71048], [-7.59815, 13.79377, 24.64523], [-7.08590, 13.85727, 26.37153], [-7.78945, 9.33498, 19.33270], [-6.76662, 10.26561, 19.44479], [-7.10842, 11.29270, 20.34882], [-8.31451, 12.16929, 20.01988], [-7.97358, 12.91128, 18.88535], [-9.07627, 13.61379, 18.52821], [-7.35565, 8.44579, 18.86010], [-8.61235, 9.67391, 18.71838], [-8.19722, 9.02284, 20.31506], [-6.26181, 11.99115, 20.43579], [-7.23757, 10.72964, 21.26813], [-8.39577, 12.83213, 20.86943], [-9.23848, 11.59592, 19.82282], [-9.38140, 14.36936, 19.25071], [-9.95494, 12.97093, 18.36520], [-8.92917, 14.08910, 17.57012], [-5.55500, 12.28438, 30.84850], [-6.49788, 13.34060, 30.80587], [-7.87778, 13.17027, 30.52087], [-6.46477, 13.87674, 32.24649], [-5.29215, 13.71828, 33.09785], [-5.57961, 14.46707, 34.36981], [-5.83530, 14.59672, 29.80415], [-4.41067, 14.16269, 32.65859], [-5.03569, 12.68090, 33.30630], [-5.88549, 15.47335, 34.14346], [-4.58786, 14.56844, 34.82088], [-6.31815, 13.99448, 35.01058], [-6.58592, 15.34493, 29.60683], [-5.52696, 14.15876, 28.86117], [-4.95231, 14.92811, 30.36668], [-9.61504, 7.85484, 26.83250], [-8.49565, 8.64998, 27.15770], [-8.58646, 10.06998, 26.93397], [-8.23687, 8.30890, 28.68478], [-7.05582, 9.07272, 29.32338], [-6.30924, 7.97135, 30.06933], [-7.08419, 8.09472, 26.31259], [-7.49297, 9.76437, 30.03387], [-6.44878, 9.58203, 28.58325], [-5.92074, 7.19919, 29.38128], [-6.94033, 7.49072, 30.84548], [-5.57700, 8.53719, 30.63556], [-6.24333, 8.74223, 26.56847], [-7.15235, 8.13240, 25.22029], [-6.85217, 7.06336, 26.58653], [-2.62546, 12.60664, 20.10435], [-1.82674, 11.97090, 19.11312], [-0.42228, 11.91123, 19.37754], [-2.38077, 10.52514, 18.87490], [-3.87194, 10.27815, 18.94669], [-4.23589, 9.46374, 17.81634], [-2.05316, 12.74487, 17.61478], [-4.42583, 11.19388, 19.04707], [-3.94420, 9.72170, 19.89947], [-4.27070, 10.11812, 16.95200], [-5.23420, 9.05453, 17.96936], [-3.48581, 8.67043, 17.69416], [-1.67163, 12.07716, 16.82607], [-1.52662, 13.70276, 17.56707], [-3.09956, 12.82566, 17.41251], [-8.68956, 9.00898, 23.39936], [-9.86682, 9.76205, 23.14017], [-9.65583, 11.08366, 22.62786], [-10.70780, 8.94120, 22.04591], [-11.91960, 9.58935, 21.49395], [-11.98829, 9.06114, 20.08664], [-10.93609, 9.77883, 24.57080], [-11.82103, 10.67516, 21.39225], [-12.75415, 9.32910, 22.17595], [-12.83134, 9.49918, 19.56288], [-12.07541, 7.95656, 20.07455], [-11.12344, 9.36907, 19.50770], [-11.69035, 10.49806, 24.25410], [-10.26672, 10.20580, 25.32484], [-11.28986, 8.76365, 24.68165], [-2.19582, 7.61346, 28.37637], [-3.15429, 7.88844, 27.37404], [-4.04115, 6.88770, 26.91457], [-4.10077, 9.06244, 27.91477], [-3.54573, 10.26239, 28.57620], [-4.03170, 11.45059, 27.80594], [-2.35316, 8.59354, 25.97557], [-2.46941, 10.25223, 28.66743], [-3.89773, 10.26047, 29.59482], [-3.66260, 11.49619, 26.78959], [-3.63528, 12.33935, 28.32622], [-5.12039, 11.50536, 27.72163], [-1.78100, 9.43302, 26.38100], [-3.13334, 8.98123, 25.34061], [-1.78378, 7.75275, 25.55291], [-13.66846, 11.76209, 28.11751], [-12.28256, 11.64589, 27.84329], [-11.82478, 11.78621, 26.49347], [-11.67424, 12.77292, 28.68463], [-10.19998, 13.00324, 28.43353], [-10.01366, 14.51083, 28.27612], [-11.59336, 10.13689, 28.39166], [-9.89828, 12.49600, 27.52016], [-9.65549, 12.66282, 29.33035], [-8.93600, 14.66950, 28.16800], [-10.38560, 15.11621, 29.12493], [-10.51937, 14.87002, 27.39469], [-10.51904, 10.44435, 28.31493], [-11.85677, 9.37622, 27.66660], [-11.96801, 9.94848, 29.38896], [2.03773, 14.77762, 24.20737], [1.32137, 14.06697, 23.20041], [0.54366, 12.93473, 23.60426], [0.41328, 15.07451, 22.47238], [-0.98492, 14.67844, 22.19408], [-1.50484, 15.66005, 21.23883], [2.33775, 13.58212, 21.92817], [-1.55882, 14.63544, 23.12288], [-1.03102, 13.68693, 21.73598], [-0.83550, 15.72904, 20.38243], [-1.54343, 16.65036, 21.67130], [-2.50123, 15.39312, 20.91835], [1.74844, 13.20325, 21.08698], [2.97318, 12.75032, 22.23940], [2.93574, 14.42369, 21.60575], [-6.80616, 16.06476, 21.86612], [-5.89126, 15.20964, 22.29608], [-5.08182, 14.44970, 21.44427], [-5.24505, 14.57662, 20.07806], [-6.18787, 15.47850, 19.64808], [-6.99639, 16.19228, 20.54597], [-5.75230, 15.04233, 23.38197], [-4.22848, 13.87317, 21.84169], [-4.65598, 13.97516, 19.40259], [-6.31782, 15.60158, 18.56964], [-7.68922, 16.97599, 20.23341], [-3.77409, 15.57377, 26.39926], [-3.27934, 14.42794, 25.96861], [-1.92262, 14.30359, 25.80854], [-1.04761, 15.35248, 25.93288], [-1.56887, 16.52136, 26.42399], [-2.96391, 16.59046, 26.60666], [-3.99253, 13.62904, 25.84013], [-1.46107, 13.35883, 25.56274], [0.02636, 15.24519, 25.72367], [-0.92433, 17.35513, 26.72530], [-3.38892, 17.51012, 27.00810], [-11.18332, 16.40801, 23.01988], [-12.03952, 15.86433, 23.91251], [-11.79904, 14.61796, 24.48977], [-10.63931, 13.94147, 24.20042], [-9.81669, 14.49156, 23.26471], [-10.10120, 15.73395, 22.71266], [-12.88870, 16.48394, 24.14083], [-12.46129, 14.26280, 25.26349], [-10.45672, 12.94784, 24.64883], [-9.03196, 13.90205, 22.82331], [-9.49118, 16.16960, 21.93879], [-7.96215, 17.49327, 28.05175], [-6.96756, 17.03668, 27.26830], [-7.02816, 16.83657, 25.87835], [-8.18151, 17.22686, 25.24144], [-9.23631, 17.67893, 25.99935], [-9.07882, 17.89327, 27.36023], [-6.08991, 16.74967, 27.81634], [-6.23789, 16.37019, 25.31969], [-8.32649, 17.03441, 24.17565], [-10.16449, 17.95085, 25.53035], [-9.91991, 18.29188, 27.95125], [-4.11042, 7.71208, 21.80085], [-3.69303, 6.96303, 22.85478], [-4.59092, 6.28912, 23.67375], [-5.94918, 6.33038, 23.40953], [-6.37632, 7.10602, 22.32397], [-5.40256, 7.74250, 21.56042], [-2.62025, 6.78289, 22.96547], [-4.13586, 5.76340, 24.48969], [-6.62512, 5.82255, 24.10802], [-7.42335, 7.16971, 22.07758], [-5.63335, 8.38004, 20.71553]]
}

***

2.
{
  "formula": "C54H108F18N4O15",
  "method": "ωB97M-V/def2-TZVPD",
  "homo_ev": -1.620,
  "total_charge": -2,
  "spin_multiplicity": 1,
  "species": ["C", "C", "C", "C", "N", "C", "C", "C", "C", "C", "C", "C", "H", "H", "H", "H", "H", "H", "H", "H", "H", "H", "H", "H", "H", "H", "H", "H", "H", "H", "H", "H", "H", "H", "H", "H", "C", "C", "O", "N", "H", "H", "C", "H", "H", "H", "H", "H", "H", "C", "C", "N", "C", "C", "C", "C", "C", "O", "C", "H", "H", "H", "H", "H", "H", "H", "H", "H", "H", "H", "H", "H", "H", "H", "H", "H", "H", "H", "H", "C", "C", "N", "C", "C", "C", "C", "C", "O", "C", "H", "H", "H", "H", "H", "H", "H", "H", "H", "H", "H", "H", "H", "H", "H", "H", "H", "H", "H", "H", "C", "O", "O", "C", "F", "F", "F", "C", "C", "H", "H", "H", "H", "H", "H", "C", "O", "O", "C", "F", "F", "F", "C", "C", "H", "H", "H", "H", "H", "H", "C", "O", "O", "C", "F", "F", "F", "C", "C", "H", "H", "H", "H", "H", "H", "C", "O", "O", "C", "F", "F", "F", "C", "C", "H", "H", "H", "H", "H", "H", "C", "O", "O", "C", "F", "F", "F", "C", "C", "H", "H", "H", "H", "H", "H", "C", "O", "O", "C", "F", "F", "F", "C", "C", "H", "H", "H", "H", "H", "H"],
  "xyz": [[-6.24557, -4.33584, 7.46104], [-5.75293, -5.10249, 6.24838], [-4.69070, -4.39608, 5.33848], [-5.02131, -2.99105, 4.84315], [-4.29773, -2.35808, 3.68667], [-4.90940, -0.96372, 3.49901], [-3.78406, -0.03143, 2.98004], [-2.46758, -0.77972, 3.13416], [-2.79643, -2.01221, 4.00677], [-4.52763, -3.24785, 2.34152], [-5.92366, -3.85932, 2.26943], [-6.21767, -4.66440, 0.98027], [-6.58430, -3.38446, 7.05090], [-5.42899, -4.06121, 8.12879], [-7.04292, -4.87049, 7.97725], [-6.56712, -5.25354, 5.53960], [-5.33941, -6.07003, 6.53294], [-4.55601, -5.17374, 4.58668], [-3.76506, -4.35168, 5.91236], [-4.74270, -2.42192, 5.73004], [-6.08617, -2.82819, 4.67689], [-5.70926, -0.98086, 2.75872], [-5.31483, -0.62600, 4.45279], [-3.98505, 0.25903, 1.94887], [-3.78547, 0.85065, 3.62038], [-2.14633, -1.02242, 2.12123], [-1.82849, -0.23460, 3.82879], [-2.18067, -2.87911, 3.76715], [-2.83092, -1.68252, 5.04515], [-3.77540, -4.02444, 2.47989], [-4.27984, -2.64420, 1.46842], [-6.65423, -3.06118, 2.40127], [-6.08897, -4.53404, 3.10937], [-5.36143, -5.29427, 0.73896], [-6.30156, -4.00477, 0.11658], [-7.01786, -5.40279, 0.92935], [-0.75375, -0.86800, -1.17980], [-0.75982, 0.60836, -0.74030], [-1.80920, 1.24861, -0.57403], [0.52334, 1.33617, -0.34858], [0.75398, 1.20549, 0.62602], [1.29235, 0.86276, -0.80089], [0.46809, 2.82994, -0.61176], [-1.51968, -1.42114, -0.63621], [0.21700, -1.33946, -1.02661], [-1.01635, -1.04185, -2.22332], [1.22907, 3.29593, 0.01423], [-0.41070, 3.35957, -0.24390], [0.55132, 3.00976, -1.68360], [2.43942, -4.69132, 0.21070], [3.06243, -3.50402, 0.87471], [2.31603, -2.93358, 2.13665], [0.92581, -2.49988, 1.58929], [2.16299, -3.95507, 3.27720], [1.72109, -3.31014, 4.64702], [3.13943, -1.61446, 2.58702], [4.43553, -1.85855, 3.41132], [5.32481, -2.73053, 2.76346], [6.32095, -3.22399, 3.62833], [3.20352, -5.33555, -0.22429], [1.81846, -4.26461, -0.57698], [1.88762, -5.34020, 0.89082], [3.14578, -2.72731, 0.11453], [4.07062, -3.77761, 1.18581], [0.35917, -3.25090, 1.03882], [1.02016, -1.65685, 0.90485], [0.35145, -2.18553, 2.46073], [3.19417, -4.30114, 3.20634], [1.43035, -4.67953, 2.92154], [1.67357, -4.07432, 5.42283], [0.66791, -3.03819, 4.57674], [2.33212, -2.49738, 5.03966], [2.31874, -1.10614, 3.09313], [3.43915, -1.14207, 1.65154], [4.23545, -2.20900, 4.42387], [5.00107, -0.96818, 3.68608], [6.97169, -3.96333, 3.16142], [5.96675, -3.82892, 4.46303], [6.96014, -2.44600, 4.04578], [7.94119, 4.13380, -1.72709], [6.68558, 4.44408, -0.95947], [5.78055, 3.14673, -0.68458], [4.46280, 3.59374, -0.05026], [5.45882, 2.38100, -1.98874], [4.71489, 3.18284, -3.08617], [6.49549, 2.31274, 0.45985], [5.85799, 0.93363, 0.79801], [6.39747, 0.09727, -0.21710], [6.35107, -1.22091, 0.09266], [8.69237, 3.56002, -1.18432], [8.29398, 5.14903, -1.90862], [7.60455, 3.62070, -2.62792], [6.09320, 5.11994, -1.57625], [6.73441, 4.92032, 0.01977], [4.68516, 3.96567, 0.94991], [3.77707, 2.75203, 0.04665], [4.02057, 4.40296, -0.63137], [4.76760, 1.59642, -1.68093], [6.37917, 1.81574, -2.13549], [5.38919, 3.79801, -3.68198], [3.89800, 3.82257, -2.75218], [4.19331, 2.61342, -3.85548], [6.62263, 3.02515, 1.27497], [7.37037, 2.10519, -0.15627], [4.78251, 0.90062, 0.97222], [6.23727, 0.65565, 1.78136], [6.84862, -1.83433, -0.65850], [5.34538, -1.64105, 0.10644], [6.89115, -1.38423, 1.02525], [1.30084, 2.11432, 3.71182], [0.60275, 3.37892, 3.61701], [1.10832, 1.45529, 2.49678], [2.78169, 2.28292, 4.23358], [3.66884, 2.53627, 3.21546], [2.83775, 3.22553, 5.15687], [3.29849, 1.20462, 4.81461], [1.29876, 4.43972, 3.00677], [0.21441, 5.26709, 2.27834], [0.62596, 6.02587, 1.61276], [-0.36019, 4.55461, 1.68646], [-0.47615, 5.82543, 2.91038], [1.98765, 4.14920, 2.21358], [1.94997, 5.07867, 3.60323], [0.81641, 1.50430, 4.47424], [2.93633, -0.73060, -2.42614], [1.78913, 0.04817, -2.98569], [2.76114, -0.59867, -1.07154], [3.18649, -2.09600, -3.12481], [4.12928, -2.74935, -2.50408], [2.16827, -2.96599, -3.09006], [3.62222, -2.06857, -4.39320], [1.70048, 0.33177, -4.38576], [0.41784, 1.21415, -4.41488], [0.31762, 1.73621, -5.36646], [-0.53104, 0.68302, -4.33978], [0.56596, 2.03832, -3.71710], [1.71487, -0.52517, -5.05922], [2.52339, 0.88623, -4.83687], [3.84982, -0.23692, -2.75767], [-5.10418, 6.85261, 0.90472], [-4.82020, 5.46329, 0.57208], [-5.56489, 6.71576, 2.23759], [-3.84168, 7.77675, 0.51044], [-4.01546, 9.03234, 0.91818], [-2.73998, 7.40667, 1.23660], [-3.54326, 7.74707, -0.77748], [-4.89663, 4.93754, -0.70371], [-4.44010, 3.53762, -0.77428], [-3.40098, 3.30519, -0.54127], [-5.00421, 2.97069, -0.03368], [-4.78538, 3.15065, -1.73299], [-4.32130, 5.46162, -1.46688], [-5.93144, 5.03204, -1.03286], [-5.89446, 7.23477, 0.25857], [-4.85407, -2.24123, -1.84418], [-4.04688, -3.27817, -1.25476], [-6.02462, -2.80695, -2.38015], [-5.05103, -1.05175, -0.79361], [-3.98646, -0.88218, -0.08973], [-5.30458, 0.12780, -1.31430], [-6.04063, -1.28441, 0.15929], [-3.17348, -4.15130, -1.99664], [-1.80867, -4.38640, -1.29561], [-1.24958, -3.46143, -1.15445], [-1.96308, -4.90045, -0.34692], [-1.18003, -4.92199, -2.00700], [-2.84280, -3.79830, -2.97343], [-3.64140, -5.09943, -2.26158], [-4.22404, -1.80258, -2.61796], [-0.99296, -2.72728, -7.00869], [-2.07601, -3.55091, -7.49258], [-0.83732, -1.69568, -7.98028], [-1.19499, -2.51975, -5.48196], [-1.30431, -3.59030, -4.77403], [-0.24078, -1.80837, -4.88020], [-2.32034, -1.86882, -5.16011], [-1.73847, -4.38564, -8.57329], [-3.14927, -4.99937, -8.94786], [-3.44903, -5.66141, -8.13548], [-3.94939, -4.26966, -9.07202], [-2.97824, -5.54579, -9.87537], [-1.02232, -5.13652, -8.23948], [-1.34859, -3.90167, -9.46876], [-0.10576, -3.35850, -6.95855], [1.36822, 5.92503, -2.58603], [0.29697, 5.04758, -2.84084], [1.99963, 5.57826, -1.39264], [2.11859, 6.00458, -3.96011], [2.49706, 4.81728, -4.42599], [1.30295, 6.45342, -4.89508], [3.13541, 6.77184, -3.90692], [-1.01123, 5.42198, -2.42912], [-1.88034, 4.21078, -2.86803], [-2.92088, 4.45763, -2.65720], [-1.80608, 4.03834, -3.94174], [-1.60106, 3.28417, -2.36656], [-1.28686, 6.42056, -2.76819], [-0.98745, 5.48078, -1.34098], [0.94436, 6.91060, -2.39340]]
}

***

no.,LUMO (Ha),strongest force on any atom (eV/Å),total energy (eV)
1,0.0086,3.2,-192114.82602
2,0.0636,5.0,-143322.71826